(a)
{"formula": "C2H5OPS", "method": "ωB97M-V/def2-TZVPD", "gap_ha": 0.32233, "e_homo_ev": -8.198, "smiles": "C=[P@@H]1S[C@H]1O", "total_charge": 0, "symbols": ["C", "P", "S", "C", "O", "H", "H", "H", "H", "H"], "xyz": [[-2.0017, -0.9217, -0.0263], [-0.3630, -0.3545, -0.1761], [1.2953, -1.5071, -0.0674], [1.1936, 0.4814, 0.5849], [1.9720, 1.2436, -0.2316], [-2.4644, 0.0729, -0.2203], [-2.2078, -1.5097, 0.7912], [-0.4129, 0.4831, -1.1992], [1.3347, 0.6693, 1.6329], [1.6542, 1.3428, -1.0881]]}

=====

(b)
{"formula": "C2H5OPS", "method": "ωB97M-V/def2-TZVPD", "gap_ha": 0.28479, "e_homo_ev": -8.179, "smiles": "OCC(P)=S", "total_charge": 0, "symbols": ["O", "C", "C", "P", "S", "H", "H", "H", "H", "H"], "xyz": [[0.8743, -0.6196, -1.3468], [1.1494, -0.6367, -0.0177], [-0.3266, 0.1863, 0.7516], [-1.6540, 0.7725, -0.3411], [-0.2903, -0.1190, 2.3578], [0.4796, -1.4799, -1.7155], [1.1198, -1.5965, 0.5779], [2.0974, -0.0797, 0.2228], [-2.1963, 1.6117, 0.6113], [-1.2534, 1.9608, -1.1003]]}

=====

Winner for stability: (b)

=====

(a)
{"formula": "C4H12N2P", "method": "ωB97M-V/def2-TZVPD", "gap_ha": 0.34875, "e_homo_ev": -14.903, "smiles": "CCC/N=[N+](/C)P", "total_charge": 1, "symbols": ["C", "C", "C", "N", "N", "C", "P", "H", "H", "H", "H", "H", "H", "H", "H", "H", "H", "H", "H"], "xyz": [[1.8870, 0.3842, 1.6293], [2.1015, 0.4305, 0.1294], [0.7995, 0.9126, -0.6633], [-0.0697, -0.2109, -0.6635], [-1.2796, -0.3135, -0.6282], [-1.6220, -1.7221, -0.7630], [-2.4846, 0.8001, 0.2412], [2.4761, -0.4299, 2.0779], [2.2779, 1.3229, 2.1707], [0.7750, 0.1803, 1.9525], [2.1431, -0.6364, -0.3133], [3.0209, 0.9178, -0.1209], [0.2909, 1.7826, -0.2241], [1.1343, 1.0285, -1.6817], [-0.8506, -2.3301, -0.2363], [-1.5660, -1.9554, -1.7750], [-2.6025, -1.7795, -0.3093], [-3.7016, 0.0290, 0.0244], [-2.7296, 1.5892, -0.8470]]}

=====

(b)
{"formula": "C4H12N2P", "method": "ωB97M-V/def2-TZVPD", "gap_ha": 0.37328, "e_homo_ev": -13.357, "smiles": "CP1CNC[C@@H]1[NH3+]", "total_charge": 1, "symbols": ["C", "P", "C", "N", "C", "C", "N", "H", "H", "H", "H", "H", "H", "H", "H", "H", "H", "H", "H"], "xyz": [[2.3455, -0.3624, -0.5237], [1.0520, -0.6447, 0.8183], [0.3095, 1.0049, 1.1888], [-1.0237, 0.9676, 0.6077], [-0.9950, 0.4203, -0.8319], [-0.3962, -0.9566, -0.5538], [-1.5374, -1.4695, 0.7116], [1.8581, 0.2760, -1.1858], [2.5339, -1.4363, -0.9338], [3.2674, -0.0019, -0.0161], [0.8604, 1.9116, 0.8183], [0.2447, 1.0054, 2.3422], [-1.5418, 1.8584, 0.5229], [-0.2898, 1.0181, -1.5196], [-2.0080, 0.4143, -1.3829], [-0.1894, -1.7207, -1.2744], [-2.4389, -1.6386, 0.2582], [-1.1284, -2.3552, 1.1461], [-1.4329, -0.6642, 1.2910]]}

=====

Winner for stability: (b)

=====

(a)
{"formula": "C3H11NO", "method": "ωB97M-V/def2-TZVPD", "gap_ha": [0.45759, 0.26865], "e_homo_ev": [-15.635, -15.627], "multiplicity": 2, "total_charge": 1, "symbols": ["C", "N", "C", "C", "H", "H", "H", "H", "H", "H", "H", "H", "H", "H", "H", "O"], "xyz": [[-0.8646, -1.0911, -0.2574], [-0.0449, -0.0814, 0.4030], [0.3055, 1.0461, -0.4224], [-0.6020, 0.4559, 1.6769], [-1.6916, -1.4226, 0.5769], [-0.1745, -2.0181, -0.4474], [-1.3711, -0.8521, -1.2377], [0.0547, 2.0101, 0.0253], [1.3672, 1.1723, -0.4975], [0.0120, 1.1042, -1.4316], [0.0362, 0.2871, 2.6242], [-1.4278, -0.2433, 1.9616], [-0.6533, 1.5797, 1.6162], [1.6045, -1.1037, -0.8584], [1.6571, 0.0466, -1.9879], [1.7925, -0.8899, -1.7437]]}

=====

(b)
{"formula": "C3H11NO", "method": "ωB97M-V/def2-TZVPD", "gap_ha": [0.40966, 0.21205], "e_homo_ev": [-15.030, -15.030], "multiplicity": 2, "total_charge": 1, "symbols": ["C", "C", "H", "H", "H", "H", "H", "H", "N", "C", "O", "H", "H", "H", "H", "H"], "xyz": [[2.4612, 0.6841, -0.8327], [2.2068, -0.7349, -1.2935], [1.9431, 0.8560, 0.1202], [2.0606, 1.4133, -1.5387], [3.5037, 0.9415, -0.6460], [1.1439, -0.9774, -1.3372], [2.5986, -0.9506, -2.2945], [2.6782, -1.5056, -0.6727], [-1.9426, 0.9280, 0.0906], [-2.0672, -0.1526, 1.0157], [-0.8635, -0.8206, 1.1576], [-1.0822, 1.4676, -0.0604], [-2.6575, 1.0330, -0.6299], [-2.3299, 0.3004, 1.9885], [-2.8699, -0.8119, 0.6693], [-0.4904, -0.9463, 0.2697]]}

=====

Winner for stability: (b)